1.
{
  "formula": "C3H5AgO3",
  "method": "ωB97M-V with the def2-TZVPD basis set",
  "gap_ev": [10.6, 6.6],
  "multiplicity": 3,
  "charge": 2,
  "max_force_ev_per_a": 5.30,
  "species": ["H", "C", "C", "O", "C", "O", "H", "H", "H", "Ag", "O", "H"],
  "coordinates": [[-1.8262, -0.0897, 1.1555], [-1.5890, -0.7861, 0.3434], [-0.4065, -0.4758, -0.5903], [0.8515, -0.3781, 0.1009], [1.4006, 0.7804, 0.2669], [2.6087, 0.6389, 0.6716], [-1.3006, -1.6577, 0.9420], [-1.8102, -1.4491, -0.6863], [3.1895, 1.3399, 0.3420], [0.1839, 2.5047, -0.4666], [-1.0613, 0.8381, -0.7226], [-0.2403, -1.2655, -1.3566]],
  "forces_ev_per_a": [[-1.42, 0.38, -1.02], [1.33, -4.58, -2.32], [-0.91, 2.55, 2.21], [0.38, 1.90, -0.21], [1.09, -2.55, -0.44], [-1.07, 0.85, -0.43], [0.78, -0.22, 0.31], [-3.32, 2.01, 2.99], [0.68, 0.57, 0.51], [0.47, 0.45, 0.43], [2.01, -2.63, -1.80], [-0.03, 1.26, -0.25]],
  "lowdin_spin": [0.014, 0.161, 0.084, 0.054, 0.309, 0.120, 0.048, 0.006, 0.008, 0.348, 0.837, 0.011]
}

***

2.
{
  "formula": "C3H5BO2",
  "method": "ωB97M-V with the def2-TZVPD basis set",
  "gap_ev": 9.5,
  "charge": 0,
  "max_force_ev_per_a": 4.27,
  "smiles": "C#CCB(O)O",
  "species": ["C", "C", "C", "B", "O", "O", "H", "H", "H", "H", "H"],
  "coordinates": [[1.1831, 0.7705, 1.8152], [0.5323, 1.1335, 0.8559], [-0.3794, 1.2547, -0.2094], [-0.4631, -0.3606, -0.7132], [-1.5311, -0.9763, -0.0722], [0.4789, -0.8286, -1.5263], [1.8050, 0.6180, 2.5803], [0.1107, 1.9910, -0.8964], [-1.2767, 1.6828, 0.1407], [-1.5805, -1.8861, -0.0204], [0.4222, -1.7009, -1.7462]],
  "forces_ev_per_a": [[-2.23, 1.28, -3.42], [1.48, -1.24, 3.09], [1.22, -0.70, -2.73], [-1.74, 2.71, 1.86], [0.91, 2.84, -0.71], [0.64, 2.97, 0.32], [1.92, -0.57, 2.45], [-0.69, -0.76, -0.10], [-1.31, 0.24, 0.24], [-0.09, -2.99, -0.03], [-0.11, -3.77, -0.97]],
  "nbo_charge": [-0.269, 0.019, -0.803, 1.132, -0.889, -0.866, 0.211, 0.245, 0.251, 0.484, 0.486]
}